# 1
A cluster of 6 separate species, C30H49ClN2O8S in total in a non-equilibrium geometry, computed with ωB97M-V/def2-TZVPD.

Calculated values
HOMO energy ... -0.289 Ha
SMILES string ... CCOCc1ccc2nccnc2c1CCCCS(=O)(=O)Cl.CC(C)=O.CC(C)=O.CC(C)=O.CC(C)=O.CC(C)=O
Strongest force on any atom ... 9.0 eV Å⁻¹
Frontier orbital gap ... 0.256 Eh

XYZ file:
```
91
Properties=species:S:1:pos:R:3:lowdin_charge:R:1
C 8.212 -0.125 -0.686 -0.10
C 6.723 0.366 -1.267 -0.26
O 5.660 0.024 -0.307 -0.24
C 4.307 0.208 -0.920 -0.17
C 3.833 1.777 -0.976 -0.04
C 4.743 2.898 -0.158 -0.02
C 4.316 4.481 -0.191 -0.01
C 3.010 5.063 -1.053 -0.16
N 2.767 6.544 -0.972 0.03
C 1.530 6.858 -1.768 -0.08
C 0.620 5.814 -2.621 -0.06
N 0.915 4.341 -2.670 0.04
C 2.116 3.964 -1.851 -0.10
C 2.500 2.341 -1.804 -0.03
C 1.512 1.261 -2.612 -0.16
C 0.052 1.314 -1.864 -0.24
C -0.634 -0.146 -1.576 -0.22
C -2.255 -0.033 -1.800 -0.27
S -3.090 1.366 -0.876 0.52
O -3.401 2.558 -1.860 -0.43
O -4.509 0.888 -0.374 -0.46
Cl -2.077 2.042 0.818 0.36
H 8.878 0.819 -0.385 0.08
H 8.737 -0.698 -1.560 0.07
H 8.087 -0.757 0.303 0.08
H 6.838 1.545 -1.411 0.12
H 6.549 -0.062 -2.355 0.12
H 4.337 -0.293 -2.000 0.13
H 3.584 -0.490 -0.282 0.13
H 5.706 2.565 0.463 0.10
H 4.972 5.267 0.423 0.09
H 1.191 8.003 -1.788 0.11
H -0.332 6.196 -3.220 0.11
H 1.970 0.186 -2.682 0.10
H 1.423 1.704 -3.712 0.12
H -0.640 2.034 -2.518 0.11
H 0.235 1.856 -0.820 0.09
H -0.208 -0.992 -2.267 0.11
H -0.474 -0.366 -0.415 0.13
H -2.738 -1.040 -1.420 0.11
H -2.527 0.113 -2.951 0.15
C -1.345 -4.318 -3.739 -0.02
C -1.852 -3.887 -2.389 -0.45
C -2.760 -4.836 -1.653 -0.02
O -1.538 -2.800 -1.906 0.01
H -0.702 -3.534 -4.152 0.08
H -0.759 -5.235 -3.639 0.09
H -2.186 -4.476 -4.419 0.09
H -2.236 -5.776 -1.460 0.09
H -3.664 -5.017 -2.240 0.05
H -3.047 -4.392 -0.693 0.09
C -8.513 3.244 1.133 -0.03
C -8.386 1.758 1.334 -0.49
C -7.295 1.047 0.578 -0.04
O -9.143 1.148 2.087 0.04
H -9.342 3.623 1.741 0.08
H -7.593 3.742 1.448 0.09
H -8.723 3.460 0.082 0.08
H -6.320 1.446 0.868 0.06
H -7.451 1.165 -0.497 0.09
H -7.323 -0.021 0.821 0.09
C 3.656 0.520 3.632 -0.04
C 3.263 -0.622 2.733 -0.48
C 3.879 -1.967 3.011 -0.02
O 2.469 -0.462 1.807 0.02
H 3.134 1.429 3.313 0.09
H 3.371 0.296 4.663 0.06
H 4.733 0.693 3.563 0.09
H 3.604 -2.302 4.014 0.09
H 4.966 -1.905 2.915 0.09
H 3.504 -2.695 2.284 0.08
C -7.139 -6.611 -4.099 -0.02
C -6.093 -7.094 -3.129 -0.47
C -6.194 -8.518 -2.653 -0.02
O -5.191 -6.353 -2.742 0.04
H -6.940 -5.565 -4.355 0.09
H -7.102 -7.208 -5.013 0.09
H -8.129 -6.676 -3.640 0.09
H -6.116 -9.201 -3.502 0.09
H -7.142 -8.668 -2.130 0.09
H -5.374 -8.727 -1.958 0.09
C 3.171 3.533 6.650 -0.02
C 3.774 2.187 6.951 -0.46
C 4.080 1.870 8.390 -0.02
O 4.008 1.377 6.055 0.01
H 3.004 3.623 5.571 0.09
H 2.211 3.633 7.162 0.09
H 3.855 4.325 6.965 0.09
H 3.160 1.896 8.980 0.09
H 4.805 2.588 8.783 0.09
H 4.511 0.865 8.457 0.09
```

***

# 2
A structure of composition C20H55CuN5O9S in a non-equilibrium geometry, computed with ωB97M-V/def2-TZVPD.

Calculated values
Charge ... -1
HOMO energy ... -0.148 Ha
Strongest force on any atom ... 5.6 eV Å⁻¹
Frontier orbital gap ... 0.238 Eh

XYZ file:
```
91
Properties=species:S:1:pos:R:3:lowdin_charge:R:1
Cu 0.245 -0.583 0.200 0.34
S 2.598 0.800 0.704 0.17
O 3.427 1.899 1.129 -0.36
O 3.295 -0.068 -0.212 -0.39
O 1.995 0.005 1.814 -0.42
O 1.554 1.246 -0.181 -0.40
C 0.500 -4.389 -0.479 -0.05
C 1.598 -3.462 -0.918 -0.42
C 1.323 -2.675 -2.157 -0.18
O 1.193 -3.578 -3.263 -0.18
C 0.990 -2.794 -4.419 -0.13
N 1.642 -2.537 0.169 0.05
H 0.383 -5.270 -1.110 0.08
H -0.470 -3.970 -0.213 0.07
H 0.882 -4.704 0.492 0.07
H 2.561 -3.971 -0.971 0.15
H 2.201 -2.073 -2.392 0.14
H 0.439 -2.038 -2.174 0.11
H 0.912 -3.489 -5.255 0.08
H 1.806 -2.102 -4.628 0.09
H 0.076 -2.203 -4.383 0.08
H 1.576 -2.982 1.073 0.07
H 2.600 -2.242 0.293 0.08
C -3.165 -2.321 2.586 -0.05
C -2.329 -1.983 1.386 -0.44
C -3.015 -1.969 0.042 -0.20
O -2.240 -1.599 -1.083 -0.20
C -3.039 -1.457 -2.227 -0.10
N -1.539 -0.798 1.644 0.05
H -3.737 -1.479 2.976 0.08
H -2.565 -2.761 3.382 0.07
H -3.917 -3.046 2.273 0.07
H -1.532 -2.725 1.337 0.12
H -3.910 -1.356 0.144 0.12
H -3.463 -2.932 -0.206 0.12
H -3.747 -0.653 -2.027 0.09
H -3.519 -2.384 -2.539 0.09
H -2.375 -1.013 -2.969 0.08
H -1.149 -0.597 2.553 0.04
H -2.174 -0.021 1.526 0.06
C -0.202 -1.134 5.881 -0.09
C 0.723 -1.353 4.826 -0.47
C 0.753 -2.758 4.198 -0.14
O 0.822 -3.794 5.213 -0.20
C 2.110 -3.886 5.829 -0.10
N 0.274 -0.443 3.756 0.03
H -1.189 -1.512 5.614 0.09
H -0.297 -0.066 6.078 0.09
H 0.180 -1.653 6.760 0.08
H 1.693 -1.031 5.203 0.14
H 1.582 -2.826 3.493 0.12
H -0.170 -2.878 3.630 0.11
H 2.115 -4.657 6.600 0.08
H 2.354 -2.911 6.252 0.08
H 2.814 -4.146 5.038 0.08
H 0.385 0.503 4.094 0.09
H 0.976 -0.452 3.031 0.00
C -3.104 2.905 0.850 -0.06
C -1.791 2.936 0.093 -0.47
C -1.073 4.266 0.216 -0.14
O -1.703 5.179 -0.734 -0.20
C -1.277 5.201 -2.084 -0.11
N -0.954 1.906 0.568 0.04
H -3.759 3.724 0.552 0.07
H -2.891 3.093 1.902 0.08
H -3.663 1.970 0.811 0.06
H -2.001 2.761 -0.963 0.12
H -0.014 4.152 -0.014 0.12
H -1.033 4.686 1.222 0.13
H -1.694 4.323 -2.578 0.07
H -0.194 5.077 -2.124 0.07
H -1.549 6.053 -2.707 0.08
H -0.773 2.007 1.556 0.09
H 0.008 1.896 0.260 0.01
C 2.339 4.929 -4.424 -0.10
C 2.184 3.705 -3.612 -0.46
C 1.039 2.898 -4.101 -0.24
O 1.059 1.746 -3.328 -0.17
C -0.162 1.249 -2.790 -0.07
N 3.439 2.985 -3.769 0.06
H 1.468 5.582 -4.483 0.07
H 2.597 4.656 -5.447 0.08
H 3.175 5.554 -4.112 0.08
H 2.103 3.990 -2.563 0.15
H 1.036 2.731 -5.178 0.13
H 0.074 3.389 -3.971 0.10
H -0.024 0.238 -2.405 0.07
H -0.950 1.324 -3.540 0.09
H -0.353 1.906 -1.942 0.06
H 3.442 2.568 -4.689 0.07
H 4.162 3.681 -3.886 0.06
```

***

# 3
A structure of composition C25H55IN3O16P4 in a non-equilibrium geometry, computed with ωB97M-V/def2-TZVPD.

Calculated values
Charge ... -1
HOMO energy ... -0.149 Ha
Strongest force on any atom ... 15.1 eV Å⁻¹
Frontier orbital gap ... 0.156 Eh

XYZ file:
```
104
Properties=species:S:1:pos:R:3:lowdin_charge:R:1
C 3.615 5.876 0.315 -0.10
C 2.287 6.092 1.093 -0.24
C 1.008 5.705 0.270 -0.19
C 0.982 4.169 -0.013 -0.26
C 1.212 4.043 -1.563 -0.04
C -0.268 3.383 0.503 -0.23
C -1.004 3.970 1.751 -0.15
C -2.418 4.579 1.536 -0.25
C -2.444 6.098 1.170 -0.65
I -2.547 6.536 -0.926 0.80
C -1.274 2.887 -0.569 -0.40
O -1.675 3.385 -1.577 0.03
N -1.851 1.603 -0.219 -0.04
C -1.061 1.136 0.977 -0.14
C -1.083 -0.420 1.059 -0.61
O -0.354 -1.087 1.784 0.06
O -1.913 -0.975 0.281 -0.06
C 0.273 1.915 0.918 -0.36
C 1.288 1.192 0.002 -0.18
C 0.741 0.564 -1.299 -0.07
C 1.982 0.149 -2.151 -0.49
N 2.079 0.565 -3.528 0.11
O 2.823 -0.523 -1.647 0.11
P 1.305 1.999 2.515 0.80
N 1.332 0.680 3.368 -0.29
H 4.338 6.631 0.660 0.07
H 3.460 6.017 -0.761 0.06
H 3.998 4.872 0.551 0.07
H 2.234 5.564 2.058 0.10
H 2.206 7.171 1.317 0.10
H 0.159 6.116 0.823 0.06
H 1.090 6.280 -0.668 0.10
H 1.913 3.778 0.429 0.09
H 1.564 3.054 -1.872 0.05
H 0.372 4.436 -2.144 0.08
H 2.054 4.729 -1.767 0.07
H -1.131 3.217 2.544 0.09
H -0.410 4.756 2.248 0.10
H -2.882 4.574 2.543 0.12
H -3.112 3.996 0.917 0.11
H -1.647 6.636 1.700 0.04
H -3.377 6.486 1.605 0.03
H -2.751 1.885 0.163 0.03
H -1.758 1.408 1.795 0.12
H 1.705 0.356 0.597 0.11
H 2.176 1.791 -0.264 0.10
H 0.182 1.261 -1.945 0.11
H 0.155 -0.357 -1.171 0.13
H 1.120 0.721 -3.836 0.08
H 2.542 1.472 -3.544 0.09
H 0.872 3.060 3.349 0.02
H 2.624 2.249 2.032 0.02
H 0.996 0.852 4.309 -0.04
C 0.460 -6.620 1.620 -0.12
O 0.591 -6.883 3.029 -0.24
P 0.387 -5.603 4.099 0.59
O 0.411 -6.403 5.357 -0.29
O -1.089 -5.266 3.507 -0.31
C -2.290 -5.911 3.855 -0.11
O 0.451 -4.090 4.808 -0.23
C 0.595 -2.931 3.945 -0.10
H 1.283 -7.102 1.093 0.08
H -0.481 -7.042 1.266 0.09
H 0.479 -5.554 1.397 0.08
H -2.140 -6.886 4.322 0.09
H -2.842 -6.038 2.921 0.09
H -2.830 -5.237 4.521 0.09
H -0.263 -2.866 3.278 0.05
H 1.513 -2.992 3.360 0.08
H 0.631 -2.035 4.558 0.08
C 3.227 -6.025 -5.106 -0.12
O 4.330 -5.170 -5.455 -0.23
P 4.009 -3.748 -6.295 0.59
O 5.370 -3.151 -6.202 -0.27
O 2.981 -3.228 -5.147 -0.29
C 3.514 -2.617 -3.963 -0.09
O 3.362 -2.663 -7.412 -0.23
C 2.100 -3.021 -7.999 -0.13
H 3.491 -7.056 -5.345 0.08
H 3.042 -5.946 -4.035 0.09
H 2.317 -5.763 -5.645 0.08
H 4.563 -2.867 -3.803 0.09
H 2.943 -2.980 -3.109 0.09
H 3.396 -1.539 -4.034 0.06
H 1.329 -3.112 -7.230 0.08
H 2.187 -3.962 -8.548 0.08
H 1.813 -2.236 -8.696 0.08
C -3.348 -2.627 2.352 -0.11
O -3.327 -1.322 2.955 -0.22
P -3.609 -0.016 1.958 0.59
O -3.735 1.036 3.005 -0.27
O -5.058 -0.612 1.471 -0.27
C -6.183 -0.411 2.312 -0.12
O -3.530 0.989 0.615 -0.22
C -3.141 0.362 -0.627 -0.22
H -2.478 -3.190 2.689 0.06
H -4.254 -3.152 2.663 0.09
H -3.322 -2.572 1.265 0.08
H -5.897 -0.180 3.338 0.08
H -6.770 -1.332 2.318 0.08
H -6.794 0.397 1.906 0.08
H -3.856 -0.415 -0.906 0.10
H -2.141 -0.072 -0.539 -0.01
H -3.127 1.126 -1.403 0.11
```

***

# 4
A cluster of 3 separate species, CH2F3NS in total in a non-equilibrium geometry, computed with ωB97M-V/def2-TZVPD.

Calculated values
HOMO energy ... -0.352 Ha
SMILES string ... C#N.FSF.F
Strongest force on any atom ... 2.5 eV Å⁻¹
Frontier orbital gap ... 0.356 Eh

XYZ file:
```
8
Properties=species:S:1:pos:R:3:lowdin_charge:R:1
C -0.145 -0.820 -2.261 -0.02
N -0.010 -1.878 -1.894 0.08
H -0.197 0.180 -2.656 0.08
F 0.383 2.506 2.933 -0.45
S -0.223 1.909 1.590 0.91
F -1.743 1.613 2.073 -0.46
F 1.181 -1.622 0.493 -0.10
H 0.753 -1.887 -0.278 -0.04
```